The following is a DFT calculation (ωB97M-V/def2-TZVPD) of a 16-piece molecular cluster, C70H188N16O19 overall at a distorted geometry.

* Kohn-Sham gap: 9.14 eV
* relative energy (zero: lowest compared OMol25 entry of this formula, charge and spin): 0.000 eV
* lowest unoccupied orbital energy: 0.41 eV
* max |F|: 0.0670 Eh/bohr
* HOMO: -8.7 eV

Geometry as ORCA input:
```
! wB97M-V def2-TZVPD RIJCOSX def2/J DEFGRID3
* xyz 0 1
C 6.16 1.69 0.60
C 5.14 2.59 1.36
C 5.96 3.59 2.16
O 5.19 4.35 3.04
C 5.79 5.54 3.53
N 4.18 3.22 0.41
H 6.97 2.32 0.16
H 5.63 1.20 -0.18
H 6.65 0.97 1.26
H 4.60 1.97 2.09
H 6.41 4.20 1.41
H 6.74 3.06 2.72
H 6.74 5.39 4.06
H 5.03 5.96 4.20
H 6.07 6.16 2.67
H 3.63 3.83 1.02
H 4.74 3.86 -0.15
C 2.11 -5.26 5.17
C 2.02 -3.72 4.77
C 3.09 -2.84 5.43
O 2.58 -1.63 5.84
C 2.29 -0.72 4.80
N 2.12 -3.50 3.32
H 1.19 -5.76 4.78
H 1.94 -5.46 6.22
H 2.94 -5.77 4.75
H 1.06 -3.34 5.09
H 3.93 -2.76 4.69
H 3.45 -3.31 6.37
H 3.18 -0.80 4.18
H 2.22 0.29 5.21
H 1.38 -0.81 4.24
H 1.36 -3.95 2.80
H 3.03 -3.83 2.92
C 3.23 -2.60 -1.59
C 2.58 -1.82 -2.71
C 3.17 -0.42 -2.80
O 4.55 -0.50 -2.99
C 5.25 0.66 -3.55
N 2.87 -2.51 -3.93
H 4.29 -2.70 -1.82
H 2.92 -3.61 -1.40
H 3.20 -2.09 -0.62
H 1.53 -1.77 -2.57
H 2.97 0.18 -1.90
H 2.67 0.09 -3.66
H 4.77 0.89 -4.50
H 6.25 0.28 -3.68
H 5.20 1.54 -2.89
H 2.65 -1.96 -4.76
H 3.89 -2.59 -3.93
C -0.24 -3.32 0.06
C 0.05 -4.78 0.02
C -0.82 -5.68 0.91
O -0.72 -5.37 2.26
C -1.82 -5.93 3.01
N 0.11 -5.32 -1.31
H -0.06 -3.02 1.09
H -1.28 -3.21 -0.23
H 0.37 -2.74 -0.65
H 1.01 -4.85 0.51
H -0.63 -6.78 0.67
H -1.89 -5.43 0.64
H -2.80 -5.69 2.59
H -1.75 -5.60 4.04
H -1.68 -7.04 3.04
H 0.60 -4.69 -1.95
H 0.61 -6.21 -1.24
C 1.28 -0.04 1.22
C 0.82 0.80 -0.01
C -0.72 1.02 0.01
O -1.41 -0.18 -0.32
C -2.80 0.00 -0.45
N 1.41 2.12 -0.14
H 0.62 -0.91 1.24
H 1.21 0.63 2.09
H 2.32 -0.33 1.13
H 0.99 0.14 -0.88
H -0.90 1.87 -0.67
H -0.97 1.37 1.01
H -3.16 -1.00 -0.84
H -2.92 0.74 -1.28
H -3.35 0.28 0.46
H 0.96 2.57 -0.91
H 2.42 2.19 -0.15
C -2.54 0.43 6.10
C -2.92 0.92 4.70
C -2.19 0.13 3.64
O -2.59 -1.20 3.63
C -1.71 -2.02 2.89
N -4.39 0.80 4.57
H -1.55 0.72 6.47
H -2.73 -0.63 6.19
H -3.25 0.91 6.76
H -2.69 1.99 4.60
H -1.12 0.23 3.87
H -2.32 0.62 2.67
H -0.73 -2.02 3.35
H -1.64 -1.74 1.80
H -2.13 -3.01 2.93
H -4.63 0.85 3.58
H -4.64 -0.11 4.95
C 7.09 1.92 5.81
C 5.89 1.08 5.40
C 5.45 0.04 6.49
O 6.46 -0.82 7.03
C 7.07 -1.66 6.07
N 4.68 1.91 5.23
H 6.97 2.29 6.83
H 7.20 2.85 5.28
H 7.98 1.30 5.77
H 6.14 0.50 4.53
H 4.55 -0.48 6.13
H 5.15 0.55 7.38
H 7.66 -2.37 6.67
H 7.74 -1.04 5.47
H 6.36 -2.25 5.49
H 3.87 1.29 5.28
H 4.51 2.55 4.45
C -6.15 3.55 -0.06
C -5.15 2.78 0.79
C -4.70 3.63 1.99
O -4.20 4.84 1.59
C -3.78 5.71 2.63
N -5.50 1.49 1.34
H -5.67 4.51 -0.27
H -7.11 3.81 0.41
H -6.42 2.98 -0.93
H -4.28 2.66 0.14
H -4.03 3.07 2.64
H -5.64 3.73 2.58
H -2.86 5.44 3.19
H -4.55 6.05 3.28
H -3.52 6.63 2.10
H -5.66 0.77 0.67
H -6.30 1.70 1.93
C -7.91 -0.45 -1.32
C -6.81 -1.16 -2.05
C -6.16 -2.25 -1.20
O -5.52 -1.53 -0.21
C -4.98 -2.36 0.84
N -7.34 -1.81 -3.25
H -7.53 -0.23 -0.33
H -8.75 -1.15 -1.27
H -8.37 0.41 -1.80
H -5.98 -0.47 -2.25
H -5.51 -2.81 -1.87
H -6.85 -2.91 -0.71
H -4.60 -1.72 1.63
H -4.30 -3.10 0.43
H -5.81 -2.90 1.31
H -7.24 -1.19 -4.08
H -6.75 -2.60 -3.47
C -5.25 3.34 -8.68
C -5.32 3.50 -7.18
C -4.98 2.19 -6.47
O -4.97 2.41 -5.04
C -4.46 1.39 -4.32
N -4.41 4.59 -6.72
H -5.37 4.26 -9.27
H -6.08 2.67 -8.94
H -4.27 2.95 -9.00
H -6.40 3.65 -6.93
H -4.00 1.85 -6.85
H -5.70 1.45 -6.80
H -3.44 1.12 -4.60
H -5.15 0.55 -4.28
H -4.45 1.75 -3.29
H -4.47 5.39 -7.33
H -4.44 4.86 -5.75
C 1.85 4.15 -3.07
C 0.40 4.04 -3.37
C 0.08 2.75 -4.09
O 0.63 2.80 -5.38
C 0.40 1.56 -6.03
N -0.42 4.03 -2.15
H 2.02 5.09 -2.51
H 2.39 4.24 -4.02
H 2.23 3.34 -2.46
H 0.09 4.84 -4.06
H -1.01 2.66 -4.12
H 0.51 1.95 -3.46
H 0.48 1.68 -7.11
H -0.64 1.24 -5.93
H 1.06 0.83 -5.60
H -0.31 4.90 -1.66
H -1.37 3.95 -2.39
C -0.27 3.57 3.41
C 1.15 3.92 3.75
C 1.37 3.75 5.24
O 0.45 4.59 5.88
C 0.61 4.70 7.26
N 2.15 3.12 3.05
H -0.38 2.53 3.63
H -0.48 3.78 2.35
H -0.96 4.15 4.01
H 1.27 5.01 3.57
H 2.39 3.91 5.52
H 1.18 2.68 5.49
H -0.06 5.47 7.71
H 1.62 4.98 7.54
H 0.35 3.80 7.79
H 3.04 3.62 3.04
H 1.85 3.02 2.09
C -4.99 -1.85 -6.34
C -4.39 -3.05 -5.53
C -3.49 -2.68 -4.31
O -2.28 -2.15 -4.87
C -1.43 -1.49 -3.89
N -5.51 -3.89 -4.95
H -4.15 -1.16 -6.53
H -5.72 -1.31 -5.79
H -5.38 -2.13 -7.31
H -3.72 -3.70 -6.12
H -3.38 -3.64 -3.76
H -4.01 -1.98 -3.68
H -1.16 -2.16 -3.06
H -2.00 -0.63 -3.51
H -0.51 -1.17 -4.37
H -6.11 -4.22 -5.71
H -5.06 -4.68 -4.46
C 4.93 -1.39 2.21
O 5.99 -2.26 2.65
C 6.27 -3.13 1.59
C 7.59 -3.91 2.04
N 7.60 -4.47 3.37
C 6.51 -5.41 3.65
C 6.43 -5.67 5.13
O 5.86 -4.52 5.70
C 6.02 -4.50 7.12
H 5.32 -0.78 1.39
H 4.76 -0.69 3.03
H 4.04 -1.92 1.88
H 6.47 -2.55 0.65
H 5.37 -3.78 1.42
H 8.38 -3.15 1.94
H 7.76 -4.65 1.27
H 7.37 -3.70 3.97
H 6.75 -6.33 3.08
H 5.52 -5.05 3.29
H 7.47 -5.92 5.50
H 5.79 -6.55 5.39
H 7.09 -4.58 7.37
H 5.42 -5.30 7.58
H 5.78 -3.48 7.48
C -4.06 4.94 -3.22
O -4.01 6.32 -2.90
C -2.76 6.81 -2.48
C -2.42 6.34 -1.08
N -1.06 6.67 -0.75
C -0.76 6.65 0.65
C 0.70 6.68 0.87
O 1.32 7.87 0.36
C 2.72 7.65 0.39
H -4.02 4.21 -2.36
H -3.23 4.69 -3.89
H -5.01 4.75 -3.73
H -2.71 7.89 -2.59
H -1.99 6.40 -3.17
H -2.57 5.27 -1.01
H -3.17 6.83 -0.40
H -0.67 7.48 -1.24
H -1.14 5.66 0.97
H -1.26 7.50 1.19
H 1.19 5.79 0.45
H 0.93 6.60 1.95
H 2.94 6.89 -0.34
H 3.12 7.41 1.39
H 3.26 8.47 -0.01
C -1.51 -4.99 -9.98
O -1.45 -5.73 -8.75
C -1.21 -4.83 -7.64
C -1.07 -5.63 -6.40
N -2.38 -6.23 -6.11
C -2.39 -7.25 -5.08
C -2.45 -6.77 -3.62
O -3.70 -6.19 -3.22
C -3.71 -5.98 -1.83
H -2.12 -4.08 -9.97
H -1.78 -5.66 -10.83
H -0.48 -4.70 -10.23
H -2.06 -4.12 -7.48
H -0.34 -4.22 -7.87
H -0.84 -4.91 -5.62
H -0.30 -6.41 -6.42
H -2.67 -6.64 -6.99
H -1.56 -7.95 -5.10
H -3.30 -7.84 -5.23
H -1.58 -6.17 -3.30
H -2.31 -7.71 -3.04
H -3.60 -6.93 -1.23
H -4.68 -5.60 -1.55
H -2.92 -5.31 -1.55
*
```